Here is the molecule C2H4N4S at a distorted geometry from the Open Molecules 2025 dataset. Energies are from ωB97M-V with the def2-TZVPD basis set.

```
11
Properties=species:S:1:pos:R:3
C 1.874 0.615 0.126
C 1.342 -0.672 -0.276
N 0.825 1.473 0.091
N -0.212 0.722 -0.143
N 0.048 -0.557 -0.325
N -2.256 -0.880 0.251
S -2.171 0.567 -0.229
H 2.945 0.827 0.153
H 1.943 -1.583 -0.274
H -2.179 -1.658 -0.410
H -2.158 1.147 1.035
```

HOMO level	-9.43	eV
max |F|	0.066	Eh/bohr
calculated total energy	-695.6659	a.u.